(1)
Density functional theory data (ωB97M-V/def2-TZVPD) for a structure of composition C13H27AsFI2O3 in a non-equilibrium geometry.

Properties
LUMO energy	2.34	eV
HOMO energy	-3.853	eV
charge	-1

Each line ends with the natural charge from an NBO analysis.
Cartesian coordinates (Å):
C -0.884 -4.004 -1.039  -0.238
O -1.411 -3.224 -2.078  -0.550
C -2.386 -2.284 -1.664  -0.380
As -1.625 -0.392 -1.330  1.569
C -3.198 0.362 -2.389  -1.006
F -0.655 -0.629 -2.933  -0.723
C -0.758 1.436 -1.240  -0.760
C 0.527 1.397 -0.398  -0.439
C 1.777 1.108 -1.236  -0.394
C 2.654 -0.006 -0.661  -0.425
C 3.225 0.362 0.702  -0.070
O 4.643 0.674 0.542  -0.533
C 5.372 0.503 1.676  0.809
C 4.917 1.245 2.908  -0.741
O 6.399 -0.167 1.674  -0.575
C -2.610 -0.227 0.506  -0.653
I -1.774 -1.760 1.843  -0.001
C -2.590 1.101 1.259  -0.301
C -3.004 1.077 2.743  -0.648
I -4.075 2.394 0.321  0.030
H -1.680 -4.405 -0.408  0.152
H -0.201 -3.428 -0.414  0.172
H -0.310 -4.812 -1.485  0.169
H -3.069 -2.180 -2.503  0.178
H -2.957 -2.660 -0.809  0.153
H -0.386 -1.022 -0.598  -0.204
H -4.152 -0.058 -2.083  0.197
H -3.210 1.445 -2.354  0.207
H -2.994 0.084 -3.420  0.225
H -0.464 1.648 -2.264  0.224
H -1.426 2.241 -0.947  0.198
H 0.636 2.361 0.104  0.190
H 0.418 0.637 0.379  0.197
H 1.511 0.821 -2.249  0.231
H 2.396 2.004 -1.307  0.184
H 2.112 -0.944 -0.633  0.227
H 3.501 -0.127 -1.333  0.220
H 2.744 1.253 1.093  0.176
H 3.111 -0.464 1.399  0.181
H 3.885 1.573 2.864  0.223
H 5.019 0.583 3.761  0.236
H 5.540 2.117 3.070  0.241
H -3.643 -0.542 0.395  0.196
H -1.623 1.585 1.220  0.216
H -3.339 2.073 3.022  0.210
H -3.819 0.387 2.923  0.213
H -2.145 0.862 3.368  0.218

(2)
Density functional theory data (ωB97M-V/def2-TZVPD) for a structure of composition C6H10N7 in a non-equilibrium geometry.

Properties
LUMO energy (alpha / beta)	-4.08 / -4.08	eV
HOMO energy (alpha / beta)	-11.566 / -11.566	eV
charge	+1
energy above the lowest of the compared OMol25 structures with the same formula, charge and spin	4.164	eV

Each line ends with the natural charge from an NBO analysis.
Cartesian coordinates (Å):
C 2.526 1.974 0.196  0.289
C 1.515 -0.533 -0.414  -0.076
C 0.895 0.623 -0.171  0.474
C 2.947 -0.289 -0.253  0.462
C -2.496 1.503 0.142  -0.439
C -3.114 -0.900 0.340  -0.432
N 1.213 1.832 0.043  -0.481
N 3.410 0.967 -0.023  -0.485
N 0.852 -1.707 -0.496  -0.297
N -0.439 -1.406 -0.368  -0.097
N -0.862 -0.209 -0.145  0.065
N 3.689 -1.345 -0.099  -0.718
N -2.046 0.125 0.146  -0.169
H 2.979 2.913 0.406  0.220
H -1.678 2.312 0.056  0.269
H -3.099 1.637 -0.759  0.218
H -3.341 1.606 0.981  0.238
H -3.323 -1.245 -0.665  0.221
H -2.730 -1.813 0.792  0.208
H -3.921 -0.407 0.869  0.255
H -1.109 -2.257 -0.129  0.435
H 3.516 -2.202 -0.600  0.424
H 4.614 -1.177 0.152  0.417

| no. | electronic energy (eV) |
| --- | --- |
| 1 | -99817.3589 |
| 2 | -16802.8625 |